[1]
DFT (ωB97M-V/def2-TZVPD) results for a molecular structure, C21H46FO3SbSi2 in a non-equilibrium geometry.

Its net charge is -2. Its LUMO energy is 3.49 eV. As for the HOMO-LUMO gap: 4.3 eV.

Positions of all 74 atoms, in Å:
C (0.289, 4.758, -4.607)
C (-0.730, 4.639, -3.765)
Sb (-2.304, 4.417, -2.160)
F (-0.789, 3.923, -0.874)
C (-3.842, 4.047, -0.599)
C (-3.299, 4.194, 0.918)
C (-3.172, 2.751, 1.668)
C (-2.118, 1.792, 0.924)
C (-1.970, 0.318, 1.544)
C (-3.321, -0.554, 1.567)
C (-3.903, -0.785, 0.045)
C (-3.088, -1.999, -0.682)
C (-2.831, -1.759, -2.275)
C (-1.242, -1.878, -2.680)
C (-1.122, -2.010, -4.311)
C (-0.195, -0.785, -4.892)
C (-2.618, 2.328, -2.838)
O (-3.837, 1.892, -3.028)
O (-1.591, 1.383, -3.083)
H (1.385, 4.690, -4.966)
H (-2.106, 6.112, -1.687)
H (-3.512, 4.983, -3.324)
H (-4.249, 2.965, -0.691)
H (-4.731, 4.741, -0.820)
H (-4.091, 4.838, 1.483)
H (-2.320, 4.809, 0.982)
H (-4.212, 2.257, 1.830)
H (-2.773, 2.958, 2.741)
H (-1.080, 2.304, 1.045)
H (-2.283, 1.736, -0.226)
H (-1.214, -0.252, 0.869)
H (-1.444, 0.399, 2.579)
H (-3.028, -1.621, 1.935)
H (-4.124, -0.180, 2.300)
H (-4.998, -1.148, 0.130)
H (-3.896, 0.196, -0.571)
H (-2.034, -2.160, -0.215)
H (-3.669, -2.995, -0.577)
H (-3.374, -2.573, -2.890)
H (-3.181, -0.728, -2.646)
H (-0.731, -2.781, -2.173)
H (-0.749, -0.876, -2.353)
H (-0.662, -3.023, -4.632)
H (-2.213, -1.907, -4.703)
H (-0.942, 0.041, -5.187)
H (0.474, -1.122, -5.772)
H (0.525, -0.436, -4.061)
O (4.063, -1.177, 1.702)
Si (5.428, -1.347, 2.645)
C (6.137, -3.078, 2.459)
C (5.009, -1.062, 4.456)
C (6.760, -0.119, 2.158)
Si (2.548, -1.870, 1.549)
C (1.552, -1.065, 0.180)
C (1.583, -1.686, 3.151)
C (2.707, -3.702, 1.153)
H (5.447, -3.825, 2.860)
H (7.083, -3.167, 3.001)
H (6.319, -3.306, 1.407)
H (4.525, -0.090, 4.588)
H (5.915, -1.083, 5.067)
H (4.332, -1.837, 4.823)
H (6.406, 0.908, 2.278)
H (7.061, -0.263, 1.117)
H (7.644, -0.251, 2.790)
H (1.404, 0.000, 0.380)
H (0.567, -1.532, 0.100)
H (2.058, -1.169, -0.782)
H (2.058, -2.253, 3.957)
H (0.561, -2.059, 3.029)
H (1.534, -0.637, 3.450)
H (3.169, -4.241, 1.984)
H (3.324, -3.849, 0.262)
H (1.723, -4.140, 0.966)

---

[2]
DFT (ωB97M-V/def2-TZVPD) results for a molecular structure, C26H21BrF5N4NaO in a non-equilibrium geometry.

Its net charge is 0. Its LUMO energy is -0.62 eV. As for the HOMO-LUMO gap: 6.7 eV.

Positions of all 59 atoms, in Å:
Na (-0.029, 0.164, -0.096)
Br (3.850, -5.992, 0.992)
C (3.172, -4.222, 0.959)
C (3.442, -3.353, 2.015)
C (2.938, -2.072, 1.995)
C (2.149, -1.565, 0.927)
O (1.658, -0.368, 0.976)
C (1.918, -2.476, -0.154)
C (1.122, -2.151, -1.345)
N (0.879, -0.972, -1.769)
C (0.042, -0.782, -2.897)
C (-0.122, -1.695, -3.903)
C (-1.007, -1.471, -4.979)
C (-1.724, -0.317, -5.052)
C (-1.553, 0.679, -4.059)
C (-2.244, 1.912, -4.112)
C (-2.024, 2.856, -3.160)
C (-1.099, 2.564, -2.136)
N (-0.443, 1.439, -2.034)
C (-0.661, 0.474, -2.987)
C (2.407, -3.790, -0.094)
H (4.035, -3.696, 2.853)
H (3.119, -1.411, 2.839)
H (0.715, -3.028, -1.861)
H (0.450, -2.615, -3.879)
H (-1.113, -2.229, -5.745)
H (-2.415, -0.137, -5.867)
H (-2.946, 2.087, -4.921)
H (-2.540, 3.808, -3.170)
H (-0.908, 3.307, -1.364)
H (2.179, -4.471, -0.907)
N (2.439, 1.804, 2.898)
C (2.732, 2.267, 1.481)
C (1.794, 3.400, 1.126)
N (0.435, 2.919, 1.293)
C (0.133, 2.644, 2.693)
C (0.974, 1.472, 3.138)
H (2.721, 2.534, 3.549)
H (3.001, 0.977, 3.093)
H (2.543, 1.387, 0.869)
H (3.781, 2.554, 1.447)
H (1.980, 3.669, 0.087)
H (2.004, 4.288, 1.744)
H (-0.248, 3.536, 0.880)
H (-0.912, 2.360, 2.798)
H (0.321, 3.522, 3.335)
H (0.791, 0.590, 2.528)
H (0.864, 1.243, 4.196)
F (-2.775, 1.665, 1.849)
C (-2.992, 0.322, 1.549)
C (-2.189, -0.331, 0.667)
C (-2.545, -1.633, 0.462)
F (-1.809, -2.424, -0.396)
C (-3.614, -2.272, 1.064)
F (-3.922, -3.557, 0.823)
C (-4.392, -1.548, 1.949)
F (-5.447, -2.118, 2.549)
C (-4.078, -0.225, 2.202)
F (-4.838, 0.480, 3.060)

---

[3]
DFT (ωB97M-V/def2-TZVPD) results for a molecular structure, C14H6Br2N3OPdS2.

Its net charge is -1. As for the spin multiplicity: 3. Its LUMO energy (alpha / beta) is 2.20 / 1.39 eV. As for the HOMO-LUMO gap (alpha / beta): 7.1 / 6.6 eV. Its expectation value of S² is 2.01. As for the relative energy (zero: lowest compared OMol25 entry of this formula, charge and spin): 0.000 eV.

Positions of all 29 atoms, in Å:
Pd (0.081, 0.133, 0.326)
C (-3.240, -0.084, 0.100)
C (-2.633, -1.451, -0.001)
C (-3.431, -2.614, -0.027)
C (-2.847, -3.845, -0.086)
C (-1.441, -3.966, -0.114)
C (-0.722, -5.182, -0.155)
Br (-1.643, -6.848, -0.209)
C (0.643, -5.179, -0.153)
C (1.356, -3.975, -0.108)
Br (3.247, -4.036, -0.105)
C (0.741, -2.720, -0.077)
O (1.363, -1.605, -0.042)
C (-0.707, -2.762, -0.084)
N (-1.323, -1.551, -0.045)
H (-4.325, -0.128, 0.016)
H (-2.843, 0.569, -0.675)
H (-2.975, 0.365, 1.058)
H (-4.508, -2.516, 0.006)
H (-3.454, -4.741, -0.104)
H (1.185, -6.114, -0.182)
S (-0.173, 0.312, 2.674)
C (-0.658, 1.965, 2.819)
C (-1.055, 2.395, 4.139)
N (-1.379, 2.720, 5.194)
C (-0.692, 2.838, 1.784)
S (-0.268, 2.407, 0.157)
C (-1.110, 4.200, 1.998)
N (-1.436, 5.295, 2.139)

---

[4]
DFT (ωB97M-V/def2-TZVPD) results for a gas-phase ion, C2H6I2N3 (charge +1) in a non-equilibrium geometry.

Its net charge is +1. Its LUMO energy is -4.89 eV. As for the HOMO-LUMO gap: 8.5 eV. As for the SMILES: CN(I)/C(N)=[NH+]\I. As for the relative energy (zero: lowest compared OMol25 entry of this formula, charge and spin): 1.160 eV.

Positions of all 13 atoms, in Å:
C (-0.061, 0.358, 0.686)
C (0.195, -0.822, -1.471)
N (0.714, 0.967, 1.599)
N (0.715, -0.431, -0.214)
N (-1.396, 0.488, 0.506)
I (2.719, -1.022, 0.123)
I (-2.706, -0.981, 0.109)
H (1.007, -0.974, -2.198)
H (-0.364, -1.686, -1.601)
H (-0.540, -0.053, -1.852)
H (1.533, 1.397, 1.191)
H (0.163, 1.545, 2.209)
H (-1.979, 1.214, 0.912)